Entry 1:
The following is a quantum chemistry calculation of a cluster of 9 separate species, C6H29NO9 in total, from OMol25.

Last column: natural (NBO) charge in e.
Positions of all 45 atoms, in Å:
1 C 2.03 -0.12 -0.18  -0.74
2 C 1.04 0.89 -0.63  0.71
3 N -0.20 0.49 -1.06  -0.45
4 C -1.12 1.55 -1.48  -0.43
5 C -1.77 -0.65 0.46  -0.62
6 C -0.80 -0.82 -0.72  -0.05
7 C -1.50 -1.44 -1.91  -0.63
8 O 1.36 2.08 -0.72  -0.70
9 H 2.09 -0.99 -0.82  0.25
10 H 1.81 -0.47 0.83  0.27
11 H 3.01 0.37 -0.11  0.25
12 H -0.58 2.29 -2.06  0.23
13 H -1.66 1.99 -0.64  0.21
14 H -1.85 1.11 -2.17  0.21
15 H -1.29 -0.17 1.31  0.21
16 H -2.63 -0.04 0.15  0.21
17 H -2.16 -1.62 0.78  0.21
18 H 0.01 -1.47 -0.39  0.23
19 H -0.83 -1.52 -2.77  0.24
20 H -1.75 -2.48 -1.65  0.23
21 H -2.38 -0.92 -2.26  0.20
22 H 0.63 -1.77 2.78  0.51
23 H -0.51 -2.80 2.61  0.47
24 O 0.45 -2.74 2.65  -0.98
25 H -3.37 3.62 0.96  0.47
26 H -1.81 3.65 1.10  0.50
27 O -2.65 3.35 1.52  -0.99
28 H -1.34 2.30 3.07  0.50
29 H -0.13 2.81 2.24  0.51
30 O -0.37 2.26 3.03  -1.00
31 H 0.91 -0.02 -2.94  0.48
32 H 2.02 -0.16 -3.99  0.48
33 O 1.25 -0.62 -3.61  -0.96
34 H 1.45 -2.65 -2.83  0.48
35 H 1.57 -3.46 -1.45  0.49
36 O 1.48 -3.53 -2.43  -1.00
37 H 0.51 4.57 0.66  0.49
38 H 0.44 3.16 0.06  0.51
39 O -0.06 3.80 0.63  -1.01
40 H 1.61 0.04 3.88  0.49
41 H 0.45 0.70 3.03  0.52
42 O 1.07 -0.08 3.08  -1.01
43 H 2.43 -4.03 0.49  0.48
44 H 1.29 -3.16 1.15  0.51
45 O 1.86 -3.27 0.35  -1.00

Calculated values
- Energy above the lowest of the compared OMol25 structures with the same formula, charge and spin: 0.320 eV
- E_LUMO: 0.371 eV
- HOMO-LUMO gap: 10.288 eV
- HOMO energy: -9.9 eV


Entry 2:
The following is a quantum chemistry calculation of an isolated molecule of C29H33N3O5S, from OMol25.

Last column: natural (NBO) charge in e.
Positions of all 71 atoms, in Å:
1 O 2.57 2.88 -0.93  -0.65
2 C 3.06 1.79 -1.15  0.70
3 N 3.14 1.28 -2.40  -0.44
4 C 3.74 0.00 -2.74  -0.23
5 H 4.83 0.06 -2.71  0.19
6 C 3.28 -0.43 -4.15  -0.22
7 N 1.92 -0.08 -4.46  -0.45
8 C 1.67 1.35 -4.37  -0.22
9 C 2.73 2.08 -3.53  -0.24
10 H 3.62 2.30 -4.15  0.18
11 H 2.34 3.02 -3.14  0.26
12 H 0.69 1.52 -3.92  0.21
13 H 1.67 1.78 -5.38  0.19
14 C 0.86 -0.95 -3.99  -0.23
15 C 0.28 -0.66 -2.62  -0.05
16 C 0.82 -1.22 -1.47  -0.18
17 C 0.32 -0.94 -0.20  -0.27
18 C -0.76 -0.09 -0.13  0.23
19 C -1.33 0.46 -1.28  0.32
20 C -0.83 0.19 -2.53  -0.29
21 H -1.31 0.59 -3.41  0.23
22 O -2.40 1.23 -0.93  -0.49
23 C -2.50 1.16 0.47  0.24
24 O -1.47 0.31 0.96  -0.52
25 H -2.39 2.15 0.92  0.18
26 H -3.48 0.74 0.76  0.18
27 H 0.74 -1.38 0.69  0.23
28 H 1.64 -1.92 -1.56  0.20
29 H 1.24 -1.97 -4.02  0.20
30 H 0.05 -0.88 -4.73  0.20
31 H 3.41 -1.50 -4.25  0.21
32 H 3.91 0.06 -4.89  0.19
33 H 3.42 -0.75 -2.01  0.20
34 C 3.68 0.92 -0.06  -0.50
35 H 3.11 0.00 0.03  0.23
36 H 4.70 0.67 -0.35  0.22
37 C 3.70 1.65 1.30  -0.41
38 C 2.39 1.50 2.02  0.00
39 C 2.14 0.37 2.79  -0.22
40 C 0.93 0.21 3.44  -0.19
41 C -0.04 1.19 3.30  -0.33
42 C 0.19 2.32 2.55  -0.20
43 C 1.41 2.48 1.91  -0.15
44 H 1.59 3.34 1.29  0.24
45 H -0.59 3.06 2.48  0.24
46 S -1.63 0.94 4.07  2.30
47 O -1.53 1.02 5.49  -0.93
48 O -2.60 1.79 3.43  -0.97
49 N -1.93 -0.67 3.67  -0.87
50 H -1.80 -0.76 2.67  0.42
51 C -3.28 -1.06 4.04  -0.23
52 C -3.64 -2.42 3.43  -0.43
53 C -3.62 -2.35 1.93  -0.03
54 C -4.67 -1.74 1.24  -0.22
55 C -4.64 -1.63 -0.14  -0.21
56 C -3.56 -2.12 -0.85  -0.23
57 C -2.51 -2.72 -0.18  -0.21
58 C -2.54 -2.83 1.20  -0.19
59 H -1.72 -3.30 1.72  0.21
60 H -1.67 -3.11 -0.74  0.22
61 H -3.53 -2.03 -1.93  0.22
62 H -5.46 -1.15 -0.65  0.22
63 H -5.51 -1.36 1.80  0.21
64 H -2.92 -3.16 3.78  0.22
65 H -4.63 -2.71 3.78  0.22
66 H -3.31 -1.10 5.13  0.22
67 H -4.00 -0.30 3.70  0.19
68 H 0.71 -0.66 4.04  0.24
69 H 2.91 -0.39 2.89  0.21
70 H 4.50 1.22 1.91  0.21
71 H 3.91 2.70 1.13  0.24

Calculated values
- Energy above the lowest of the compared OMol25 structures with the same formula, charge and spin: 2.473 eV
- E_LUMO: 0.489 eV
- HOMO-LUMO gap: 8.577 eV
- HOMO energy: -8.1 eV


Repeat the second record exactly.
The following is a quantum chemistry calculation of an isolated molecule of C29H33N3O5S, from OMol25.

Last column: natural (NBO) charge in e.
Positions of all 71 atoms, in Å:
1 O 2.57 2.88 -0.93  -0.65
2 C 3.06 1.79 -1.15  0.70
3 N 3.14 1.28 -2.40  -0.44
4 C 3.74 0.00 -2.74  -0.23
5 H 4.83 0.06 -2.71  0.19
6 C 3.28 -0.43 -4.15  -0.22
7 N 1.92 -0.08 -4.46  -0.45
8 C 1.67 1.35 -4.37  -0.22
9 C 2.73 2.08 -3.53  -0.24
10 H 3.62 2.30 -4.15  0.18
11 H 2.34 3.02 -3.14  0.26
12 H 0.69 1.52 -3.92  0.21
13 H 1.67 1.78 -5.38  0.19
14 C 0.86 -0.95 -3.99  -0.23
15 C 0.28 -0.66 -2.62  -0.05
16 C 0.82 -1.22 -1.47  -0.18
17 C 0.32 -0.94 -0.20  -0.27
18 C -0.76 -0.09 -0.13  0.23
19 C -1.33 0.46 -1.28  0.32
20 C -0.83 0.19 -2.53  -0.29
21 H -1.31 0.59 -3.41  0.23
22 O -2.40 1.23 -0.93  -0.49
23 C -2.50 1.16 0.47  0.24
24 O -1.47 0.31 0.96  -0.52
25 H -2.39 2.15 0.92  0.18
26 H -3.48 0.74 0.76  0.18
27 H 0.74 -1.38 0.69  0.23
28 H 1.64 -1.92 -1.56  0.20
29 H 1.24 -1.97 -4.02  0.20
30 H 0.05 -0.88 -4.73  0.20
31 H 3.41 -1.50 -4.25  0.21
32 H 3.91 0.06 -4.89  0.19
33 H 3.42 -0.75 -2.01  0.20
34 C 3.68 0.92 -0.06  -0.50
35 H 3.11 0.00 0.03  0.23
36 H 4.70 0.67 -0.35  0.22
37 C 3.70 1.65 1.30  -0.41
38 C 2.39 1.50 2.02  0.00
39 C 2.14 0.37 2.79  -0.22
40 C 0.93 0.21 3.44  -0.19
41 C -0.04 1.19 3.30  -0.33
42 C 0.19 2.32 2.55  -0.20
43 C 1.41 2.48 1.91  -0.15
44 H 1.59 3.34 1.29  0.24
45 H -0.59 3.06 2.48  0.24
46 S -1.63 0.94 4.07  2.30
47 O -1.53 1.02 5.49  -0.93
48 O -2.60 1.79 3.43  -0.97
49 N -1.93 -0.67 3.67  -0.87
50 H -1.80 -0.76 2.67  0.42
51 C -3.28 -1.06 4.04  -0.23
52 C -3.64 -2.42 3.43  -0.43
53 C -3.62 -2.35 1.93  -0.03
54 C -4.67 -1.74 1.24  -0.22
55 C -4.64 -1.63 -0.14  -0.21
56 C -3.56 -2.12 -0.85  -0.23
57 C -2.51 -2.72 -0.18  -0.21
58 C -2.54 -2.83 1.20  -0.19
59 H -1.72 -3.30 1.72  0.21
60 H -1.67 -3.11 -0.74  0.22
61 H -3.53 -2.03 -1.93  0.22
62 H -5.46 -1.15 -0.65  0.22
63 H -5.51 -1.36 1.80  0.21
64 H -2.92 -3.16 3.78  0.22
65 H -4.63 -2.71 3.78  0.22
66 H -3.31 -1.10 5.13  0.22
67 H -4.00 -0.30 3.70  0.19
68 H 0.71 -0.66 4.04  0.24
69 H 2.91 -0.39 2.89  0.21
70 H 4.50 1.22 1.91  0.21
71 H 3.91 2.70 1.13  0.24

Calculated values
- Energy above the lowest of the compared OMol25 structures with the same formula, charge and spin: 2.473 eV
- E_LUMO: 0.489 eV
- HOMO-LUMO gap: 8.577 eV
- HOMO energy: -8.1 eV


Look up the HOMO energy of the second one. -8.1 eV


The highest HOMO-LUMO gap belongs to which entry? C6H29NO9